Record 1
Molecular formula: C4H11NOS
Method: DFT, ωB97M-V with the def2-TZVPD basis set

For the LUMO energy, the calculation gives -0.12663 Ha. The charge is 0. The value obtained for the HOMO energy is -8.54 eV. For the calculated total energy, the calculation gives -18689.332 eV.

The geometry in XYZ format:
```
18
Properties=species:S:1:pos:R:3:nbo_charge:R:1
C 0.73 2.05 0.53 -0.53
N -0.42 1.43 0.01 -0.10
C -0.40 0.10 0.33 -0.15
C -1.87 -0.49 0.38 -0.47
S -2.53 -2.83 -1.57 -0.13
C 0.28 -0.86 -0.73 -0.49
O 2.64 -0.16 -0.02 -1.00
H 0.82 3.13 0.29 0.21
H 0.88 1.96 1.62 0.24
H 1.69 1.61 0.16 0.34
H -2.57 0.30 0.14 0.24
H 0.10 -0.22 1.26 0.21
H -2.07 -1.20 -0.47 0.15
H -2.11 -1.05 1.27 0.24
H 3.43 -0.64 -0.31 0.45
H -0.06 -0.69 -1.77 0.21
H 1.41 -0.56 -0.56 0.34
H 0.03 -1.90 -0.57 0.22
```



Record 2
Molecular formula: C4H11NOS
Method: DFT, ωB97M-V with the def2-TZVPD basis set

For the LUMO energy, the calculation gives 0.03022 Ha. The charge is 0. The SMILES is C=NC.CCSO. The value obtained for the HOMO energy is -8.04 eV. For the calculated total energy, the calculation gives -18696.690 eV.

The geometry in XYZ format:
```
18
Properties=species:S:1:pos:R:3:nbo_charge:R:1
C 1.90 -2.47 0.31 -0.03
N 1.16 -1.44 0.26 -0.43
C 1.76 -0.19 0.03 -0.46
H 3.00 -2.44 0.17 0.15
H 1.44 -3.41 0.54 0.18
H 1.21 0.61 0.69 0.21
H 2.74 -0.06 0.36 0.18
H 1.79 -0.03 -1.08 0.21
C -1.21 1.69 0.11 -0.61
C -2.45 0.98 -0.50 -0.53
S -2.60 -0.79 -0.08 0.45
O -1.58 -1.80 -0.99 -0.88
H -0.33 1.46 -0.46 0.20
H -1.43 2.72 0.08 0.21
H -1.04 1.37 1.09 0.21
H -2.35 1.10 -1.54 0.21
H -3.32 1.26 -0.10 0.21
H -0.57 -1.63 -0.72 0.51
```



Record 3
Molecular formula: C4H11NOS
Method: DFT, ωB97M-V with the def2-TZVPD basis set

As for the spin multiplicity: 2. For the LUMO energy (alpha / beta), the calculation gives -0.14432 / -0.33284 Ha. The charge is +1. The value obtained for the HOMO energy (alpha / beta) is -13.26 / -13.24 eV. For the calculated total energy, the calculation gives -18690.673 eV.

The geometry in XYZ format:
```
18
Properties=species:S:1:pos:R:3:lowdin_spin:R:1
C 0.64 -1.43 0.70 0.12
C 0.72 -1.47 2.22 0.00
S 2.20 -1.09 -0.05 0.78
H 0.17 -2.33 0.32 0.03
H 0.05 -0.55 0.42 0.04
H 1.03 -0.52 2.65 0.00
H 1.77 -0.98 -1.33 0.03
H 1.39 -2.26 2.58 0.00
H -0.28 -1.69 2.59 0.00
C -0.89 2.22 -1.60 0.00
C -1.58 1.19 -0.74 0.00
O -1.93 0.10 -1.17 0.00
N -1.78 1.53 0.56 0.00
H 0.11 2.39 -1.19 0.00
H -1.39 3.18 -1.51 0.00
H -2.24 0.88 1.18 0.00
H -1.39 2.37 0.94 0.00
H -0.76 1.81 -2.59 0.00
```



Record 4
Molecular formula: C4H11NP
Method: DFT, ωB97M-V with the def2-TZVPD basis set

For the LUMO energy, the calculation gives -0.12423 Ha. The charge is +1. The SMILES is C[NH2+][C@H]1CP1C. The value obtained for the HOMO energy is -13.73 eV. For the calculated total energy, the calculation gives -15096.419 eV.

The geometry in XYZ format:
```
17
Properties=species:S:1:pos:R:3:nbo_charge:R:1
C 1.92 0.65 1.43 -0.46
N 1.57 0.54 -0.02 -0.52
C 0.39 -0.31 -0.16 -0.27
C -0.83 0.22 0.53 -0.73
P -1.14 0.55 -1.29 0.75
C -2.22 -0.88 -1.73 -0.94
H 1.02 0.60 2.08 0.24
H 2.49 -0.21 1.78 0.25
H 2.30 1.70 1.70 0.26
H 2.11 -0.10 -0.54 0.45
H 1.52 1.45 -0.50 0.45
H 0.68 -1.30 -0.16 0.23
H -1.56 -0.54 1.05 0.28
H -0.80 1.03 1.21 0.24
H -3.23 -0.49 -1.71 0.26
H -2.31 -1.69 -1.01 0.25
H -1.91 -1.21 -2.68 0.25
```



Record 5
Molecular formula: C4H11NS
Method: DFT, ωB97M-V with the def2-TZVPD basis set

For the LUMO energy, the calculation gives 0.03806 Ha. The charge is 0. The SMILES is CCNCCS. The value obtained for the HOMO energy is -8.89 eV. For the calculated total energy, the calculation gives -16651.120 eV.

The geometry in XYZ format:
```
17
Properties=species:S:1:pos:R:3:nbo_charge:R:1
C 1.80 -1.17 1.73 -0.61
C 1.28 -0.58 0.41 -0.20
N -0.05 0.00 0.52 -0.63
C -0.70 0.24 -0.73 -0.23
C -1.39 1.60 -0.77 -0.49
S -2.54 1.70 -2.21 -0.07
H 2.17 -0.39 2.37 0.21
H 0.97 -1.68 2.23 0.20
H 2.60 -1.86 1.46 0.22
H 1.26 -1.42 -0.32 0.15
H 1.94 0.12 -0.10 0.19
H -0.60 -0.58 1.13 0.36
H -1.39 -0.59 -0.97 0.17
H 0.02 0.19 -1.55 0.20
H -1.93 1.70 0.16 0.22
H -0.67 2.35 -1.06 0.22
H -2.76 0.38 -2.32 0.11
```



Record 6
Molecular formula: C4H11NS
Method: DFT, ωB97M-V with the def2-TZVPD basis set

For the LUMO energy, the calculation gives 0.03228 Ha. The charge is 0. The SMILES is NCCCCS. The value obtained for the HOMO energy is -8.85 eV. For the calculated total energy, the calculation gives -16649.303 eV.

The geometry in XYZ format:
```
17
Properties=species:S:1:pos:R:3:nbo_charge:R:1
N -0.35 1.84 -1.01 -0.87
C -0.35 1.35 0.34 -0.25
C -1.34 0.04 0.30 -0.38
C -0.40 -1.15 -0.18 -0.44
C 1.05 -1.46 -0.11 -0.48
S 1.64 -1.50 1.73 -0.12
H 0.38 2.44 -1.36 0.36
H -1.21 2.35 -1.19 0.35
H 0.72 0.93 0.55 0.18
H -0.16 2.24 1.02 0.19
H -1.75 -0.27 1.21 0.20
H -2.29 0.24 -0.33 0.22
H -0.51 -1.14 -1.39 0.22
H -1.13 -2.03 0.08 0.21
H 1.79 -0.76 -0.58 0.23
H 1.16 -2.44 -0.66 0.24
H 2.72 -0.69 1.59 0.13
```



Record 7
Molecular formula: C4H11NS
Method: DFT, ωB97M-V with the def2-TZVPD basis set

For the LUMO energy, the calculation gives 0.03051 Ha. The charge is 0. The SMILES is C/C=C/N.CS. The value obtained for the HOMO energy is -7.92 eV. For the calculated total energy, the calculation gives -16650.521 eV.

The geometry in XYZ format:
```
17
Properties=species:S:1:pos:R:3:nbo_charge:R:1
C 2.48 2.26 0.31 -0.64
C 1.00 2.07 0.53 -0.21
C 0.24 1.30 -0.23 -0.03
N -1.16 1.05 -0.01 -0.81
H 2.78 1.96 -0.69 0.22
H 2.75 3.31 0.43 0.22
H 3.06 1.67 1.02 0.22
H 0.56 2.56 1.39 0.19
H 0.62 0.73 -1.07 0.20
H -1.47 1.37 0.90 0.39
H -1.76 1.40 -0.75 0.39
C -0.09 -2.56 0.65 -0.72
S -1.24 -1.90 -0.64 -0.25
H 0.95 -2.26 0.57 0.20
H -0.41 -2.25 1.64 0.20
H -0.13 -3.65 0.60 0.22
H -1.17 -0.45 -0.21 0.22
```



Record 8
Molecular formula: C4H11NS
Method: DFT, ωB97M-V with the def2-TZVPD basis set

For the LUMO energy, the calculation gives 0.02971 Ha. The charge is 0. The SMILES is NCCCCS. The value obtained for the HOMO energy is -8.97 eV. For the calculated total energy, the calculation gives -16651.169 eV.

The geometry in XYZ format:
```
17
Properties=species:S:1:pos:R:3:nbo_charge:R:1
N -1.38 1.57 -0.07 -0.86
C -0.71 0.57 -0.94 -0.23
C -0.81 -0.84 -0.34 -0.42
C -0.07 -0.92 1.01 -0.41
C 1.38 -0.40 0.90 -0.54
S 2.41 -1.00 -0.45 -0.05
H -2.19 1.85 -0.60 0.37
H -0.72 2.31 0.10 0.36
H 0.28 0.89 -1.24 0.18
H -1.23 0.44 -1.90 0.18
H -0.29 -1.61 -0.92 0.22
H -1.85 -0.98 -0.19 0.21
H -0.54 -0.24 1.71 0.22
H 0.02 -1.92 1.38 0.20
H 1.35 0.70 0.90 0.21
H 1.88 -0.52 1.87 0.22
H 2.48 0.09 -1.22 0.12
```



Record order is preserved below.
ΔE to the lowest compared entry with this formula, charge and spin: 10.5862; 3.2284; 0.4081; 1.9200; 0.6735; 2.4904; 1.2720; 0.6243 eV